Record 1
A structure of composition CH4CsO. Source: the Open Molecules 2025 dataset; level of theory: ωB97M-V/def2-TZVPD.

Last column: Löwdin charge in e.
Element x y z (Å)
Cs  3.08803  -0.84339  0.06005  1.131
C  -0.72770  -0.04849  -0.26350  0.079
O  0.38994  0.32299  0.47263  0.092
H  -1.42862  -0.62980  0.33558  0.198
H  -1.09438  0.90212  -0.65079  0.185
H  -0.35552  -0.71760  -1.03931  0.136
H  0.12826  1.01417  1.08532  0.178

Cartesian forces (eV/Å) of the 2 atoms listed first:
Cs 1.099 -0.417 -0.105
C 2.386 -0.529 -1.446

Computed properties:
⟨S²⟩ = 0.75
charge = +2
HOMO (spin up / spin down) = -24.571 / -24.309 eV
energy above the lowest of the compared OMol25 structures with the same formula, charge and spin = 5.6 kcal/mol
2S+1 = 2
HOMO-LUMO gap (spin up / spin down) = 16.308 / 8.940 eV

Record 2
A cluster of 2 separate species, CH4F2N2 in total. Source: the Open Molecules 2025 dataset; level of theory: ωB97M-V/def2-TZVPD.

Last column: Löwdin charge in e.
Element x y z (Å)
C  0.73120  -0.34061  0.00381  -0.560
N  -0.01774  -0.42516  1.11032  0.156
N  0.08405  -0.13824  -1.19409  0.124
F  1.75408  -1.24084  -0.17138  0.076
F  1.63592  1.20940  0.17431  -0.325
H  -0.71444  0.33925  1.15751  0.128
H  0.26710  -0.74002  2.03733  0.129
H  0.60108  -0.06108  -2.08696  0.128
H  -0.66984  0.57620  -0.89036  0.144

Cartesian forces (eV/Å) of the 2 atoms listed first:
C 3.457 0.742 -2.137
N -1.640 0.525 0.983

Computed properties:
charge = 0
HOMO = -10.351 eV
energy above the lowest of the compared OMol25 structures with the same formula, charge and spin = 30.3 kcal/mol
2S+1 = 1
HOMO-LUMO gap = 10.998 eV

Record 3
A cluster of 3 separate species, CH4F2N4O in total. Source: the Open Molecules 2025 dataset; level of theory: ωB97M-V/def2-TZVPD.

Last column: Löwdin charge in e.
Element x y z (Å)
H  0.29643  -1.08883  -1.92852  0.158
N  -0.02055  -1.45876  -0.98012  0.079
N  0.83876  -1.94823  -0.31205  0.058
F  0.28390  -2.21864  1.08005  -0.132
N  -0.45895  2.07278  0.13848  0.046
N  0.61784  1.24017  0.64346  0.042
C  1.52344  0.61871  0.20745  -0.432
O  2.45611  -0.02235  0.05794  0.148
H  -1.26500  1.45826  0.23253  0.057
H  -0.34641  2.86578  0.78532  0.093
F  -2.42970  -0.74223  0.17295  -0.137
H  -1.49587  -0.77667  -0.09750  0.020

Cartesian forces (eV/Å) of the 2 atoms listed first:
H 0.081 -1.137 1.343
N 0.037 0.792 0.146

Computed properties:
charge = 0
HOMO = -9.981 eV
energy above the lowest of the compared OMol25 structures with the same formula, charge and spin = 1.7 kcal/mol
2S+1 = 1
SMILES = [H]/N=N/F.NN=C=O.F
HOMO-LUMO gap = 9.457 eV

Record 4
A structure of composition CH4FIrO. Source: the Open Molecules 2025 dataset; level of theory: ωB97M-V/def2-TZVPD.

Last column: Löwdin charge in e.
Element x y z (Å)
F  -1.08236  1.18311  -1.15642  -0.406
Ir  0.61816  0.77908  -1.56201  1.806
O  0.53430  -0.72750  -0.57310  -0.300
H  0.47058  -1.60959  -0.94482  0.094
C  -1.57767  -0.27911  0.03669  0.347
H  -2.14475  -0.84646  -0.72083  0.173
H  -1.36253  0.23739  0.98692  0.172
H  -2.19265  -0.88690  0.70231  0.114

Cartesian forces (eV/Å) of the 2 atoms listed first:
F -2.965 3.642 -1.163
Ir 4.000 2.389 -2.857

Computed properties:
⟨S²⟩ = 6.03
charge = +2
HOMO (spin up / spin down) = -20.959 / -22.241 eV
energy above the lowest of the compared OMol25 structures with the same formula, charge and spin = 54.7 kcal/mol
2S+1 = 5
HOMO-LUMO gap (spin up / spin down) = 8.197 / 8.240 eV

Record 5
A structure of composition CH4FMg2O. Source: the Open Molecules 2025 dataset; level of theory: ωB97M-V/def2-TZVPD.

Last column: Löwdin charge in e.
Element x y z (Å)
Mg  4.21342  4.65708  -2.04058  1.776
Mg  1.90836  0.34471  2.58915  1.689
F  3.05023  2.40478  0.13783  -0.673
C  -1.49672  -1.10155  -0.44086  -0.145
O  -1.13344  -1.25510  0.86519  -0.075
H  -1.17238  -2.02549  -0.91964  0.106
H  -2.57463  -1.09315  -0.60255  0.112
H  -0.93221  -0.34131  -0.98073  0.095
H  -1.86262  -1.58994  1.39223  0.113

Cartesian forces (eV/Å) of the 2 atoms listed first:
Mg -0.462 -0.949 0.905
Mg -0.127 0.363 -0.916

Computed properties:
charge = +3
HOMO = -18.501 eV
2S+1 = 1
HOMO-LUMO gap = 3.017 eV

Record 6
A cluster of 2 separate species, CH4FN in total. Source: the Open Molecules 2025 dataset; level of theory: ωB97M-V/def2-TZVPD.

Last column: Löwdin charge in e.
Element x y z (Å)
C  -0.80907  -0.58170  0.06120  0.012
N  1.43382  0.41665  -0.18996  0.032
F  -1.56878  0.50023  -0.39552  -0.097
H  -1.05072  -0.85627  1.12553  0.082
H  -0.48711  -1.30098  -0.66961  0.050
H  0.82999  1.07806  -0.68578  -0.044
H  1.65187  0.74400  0.75414  -0.036

Cartesian forces (eV/Å) of the 2 atoms listed first:
C 0.160 2.006 0.931
N -1.191 -1.230 -0.154

Computed properties:
charge = 0
HOMO (spin up / spin down) = -9.197 / -10.424 eV
energy above the lowest of the compared OMol25 structures with the same formula, charge and spin = 84.5 kcal/mol
2S+1 = 1
HOMO-LUMO gap (spin up / spin down) = 9.068 / 10.631 eV